Record 1
ORCA calculation (wB97M-V/def2-TZVPD) on a gas-phase ion, C3H4NO (charge +1) in a non-equilibrium geometry.

Values from the calculation:
Lowest unoccupied orbital energy   -5.563 eV
HOMO energy   -16.8 eV
Charge   +1
Orbital gap   11.221 eV
SMILES   C#[N+]CC=O
Multiplicity   1
Total energy   -246.32424 Eh

Positions of all 9 atoms, in Å:
C1 -0.628 0.705 -0.660
C2 1.673 0.770 0.340
C3 -0.209 -0.516 0.256
N1 1.057 -0.214 0.580
O1 0.127 1.543 -0.993
H1 -1.748 0.537 -1.051
H2 2.648 1.309 0.256
H3 -0.781 -0.853 1.034
H4 -0.104 -1.388 -0.615

Cartesian forces (eV/Å) of the 3 atoms listed first:
-4.451 -2.537 -0.218
1.314 -1.394 0.030
-0.270 -1.581 -5.877

---

Record 2
ORCA calculation (wB97M-V/def2-TZVPD) on a gas-phase ion, C7H10BrN4 (charge +1) in a non-equilibrium geometry.

Values from the calculation:
Lowest unoccupied orbital energy   -4.880 eV
HOMO energy   -12.7 eV
Charge   +1
Orbital gap   7.810 eV
SMILES   [H]/N=C(\N)N/C=C(/Br)C(=[NH2+])C#CC
Multiplicity   1
Total energy   -3065.43691 Eh

Positions of all 22 atoms, in Å:
C1 -0.261 0.820 0.652
C2 0.934 0.734 0.890
C3 -1.811 -1.653 0.631
C4 -2.321 -0.356 0.769
C5 -0.107 -1.344 -1.076
C6 -1.632 0.899 0.669
C7 2.317 0.532 1.070
N1 -0.808 -2.019 -0.114
N2 1.103 -1.702 -1.244
N3 -0.828 -0.347 -1.718
N4 -2.185 2.015 0.856
Br1 -4.174 -0.315 1.407
H1 -2.377 -2.415 1.167
H2 2.575 -0.343 1.550
H3 2.790 1.344 1.592
H4 2.790 0.437 0.051
H5 -0.309 -2.902 0.083
H6 1.645 -1.350 -2.118
H7 -1.802 -0.303 -1.270
H8 -0.539 0.270 -2.493
H9 -3.124 2.211 0.692
H10 -1.557 2.762 0.980

Cartesian forces (eV/Å) of the 3 atoms listed first:
3.729 0.259 0.876
-2.966 -0.068 -0.544
-1.673 1.670 0.723

---

Record 3
ORCA calculation (wB97M-V/def2-TZVPD) on 2 unconnected molecules or ions with the total composition C12H19P in a non-equilibrium geometry.

Values from the calculation:
Lowest unoccupied orbital energy   0.337 eV
HOMO energy   -7.7 eV
Orbital gap   8.022 eV
SMILES   CCC(C)(C)C#P.C1=CCCC=C1
Multiplicity   1
Total energy   -809.80504 Eh

Positions of all 32 atoms, in Å:
C1 2.125 0.924 0.000
C2 2.472 2.119 -0.731
C3 -0.484 -0.208 -0.921
C4 0.417 2.123 1.330
C5 1.363 3.266 1.208
C6 1.093 0.794 0.897
C7 2.147 3.247 -0.135
C8 0.340 -3.019 -0.837
C9 -1.952 -0.678 1.015
C10 -2.355 -1.550 -1.321
C11 -0.689 -2.640 0.250
C12 -1.300 -1.272 -0.255
P1 -0.053 0.870 -1.945
H1 2.761 0.058 -0.214
H2 3.008 2.031 -1.740
H3 -0.299 1.984 2.138
H4 -0.235 2.411 0.398
H5 0.978 4.292 1.295
H6 2.074 3.148 2.041
H7 0.809 -0.166 1.318
H8 2.247 4.297 -0.536
H9 0.921 -3.993 -0.733
H10 1.045 -2.217 -0.899
H11 -0.242 -3.229 -1.764
H12 -2.711 -1.477 1.344
H13 -1.300 -0.412 1.774
H14 -2.549 0.147 0.579
H15 -3.321 -2.025 -0.888
H16 -1.970 -2.239 -2.033
H17 -2.501 -0.648 -1.950
H18 -0.267 -2.604 1.190
H19 -1.572 -3.333 0.125

Cartesian forces (eV/Å) of the 3 atoms listed first:
-0.049 -2.115 1.838
0.792 -0.241 -1.056
-0.345 -0.508 -1.242

---

Record 4
ORCA calculation (wB97M-V/def2-TZVPD) on a molecular structure, C50H47As2Cl3GeN4O5Rb in a non-equilibrium geometry.

Values from the calculation:
Lowest unoccupied orbital energy (spin up / spin down)   -0.240 / -2.268 eV
HOMO energy (spin up / spin down)   -7.6 / -7.6 eV
<S²>   0.75
Orbital gap (spin up / spin down)   7.364 / 5.334 eV
Multiplicity   2
Total energy   -10482.00731 Eh

Positions of all 113 atoms, in Å:
Rb1 1.357 -0.014 1.214
O1 -2.763 0.509 4.053
C1 -1.574 0.465 3.441
O2 -1.382 -0.074 2.384
C2 -0.491 1.189 4.182
C3 -0.635 1.859 5.378
C4 0.500 2.468 5.911
C5 1.707 2.411 5.233
C6 1.751 1.693 4.044
N1 0.673 1.096 3.556
C7 2.957 1.487 3.127
O3 3.419 2.474 2.554
O4 3.286 0.258 2.965
H1 -3.376 -0.006 3.512
H2 -1.594 1.899 5.875
H3 0.438 2.985 6.860
H4 2.599 2.890 5.616
C8 -1.149 -2.204 -1.660
C9 -0.758 -0.809 -1.117
As1 -2.368 0.260 -0.540
C10 -1.997 2.059 -1.222
C11 -2.518 3.110 -0.473
C12 -2.325 4.433 -0.859
C13 -1.587 4.718 -1.998
C14 -1.065 3.676 -2.759
C15 -1.276 2.360 -2.376
C16 -3.593 -0.356 -1.949
C17 -3.310 -0.337 -3.315
C18 -4.148 -0.969 -4.222
C19 -5.288 -1.631 -3.777
C20 -5.599 -1.631 -2.425
C21 -4.754 -0.994 -1.520
As2 -0.582 -3.866 -0.738
C22 -1.749 -3.847 0.829
C23 -1.502 -4.829 1.789
C24 -2.268 -4.902 2.944
C25 -3.285 -3.978 3.162
C26 -3.533 -2.995 2.215
C27 -2.769 -2.931 1.055
C28 -1.725 -4.960 -1.922
C29 -1.196 -5.306 -3.165
C30 -1.981 -5.925 -4.128
C31 -3.310 -6.219 -3.853
C32 -3.841 -5.903 -2.609
C33 -3.054 -5.277 -1.648
H5 -0.737 -2.319 -2.662
H6 -2.220 -2.335 -1.761
H7 -0.221 -0.221 -1.859
H8 -0.072 -0.890 -0.260
H9 -3.095 2.888 0.418
H10 -2.740 5.238 -0.264
H11 -1.416 5.747 -2.294
H12 -0.501 3.894 -3.657
H13 -0.853 1.567 -2.982
H14 -2.418 0.161 -3.679
H15 -3.905 -0.960 -5.280
H16 -5.930 -2.144 -4.484
H17 -6.489 -2.138 -2.071
H18 -4.994 -1.003 -0.464
H19 -0.695 -5.536 1.632
H20 -2.069 -5.672 3.681
H21 -3.877 -4.022 4.070
H22 -4.332 -2.276 2.376
H23 -2.988 -2.172 0.322
H24 -0.157 -5.084 -3.384
H25 -1.560 -6.180 -5.093
H26 -3.929 -6.698 -4.602
H27 -4.875 -6.138 -2.388
H28 -3.483 -5.036 -0.685
Cl1 -0.196 -1.913 4.977
Ge1 1.796 -1.712 4.019
Cl2 2.801 -3.356 5.072
Cl3 1.426 -2.711 2.068
C34 2.754 6.127 0.432
N2 2.251 4.817 0.808
N3 2.311 3.768 -0.096
C35 1.301 2.856 0.201
O5 1.155 1.783 -0.396
C36 0.568 3.436 1.286
C37 1.157 4.621 1.588
C38 0.725 5.665 2.558
C39 3.518 3.409 -0.751
C40 4.751 3.613 -0.142
C41 5.912 3.260 -0.814
C42 5.849 2.681 -2.075
C43 4.611 2.451 -2.660
C44 3.443 2.819 -2.008
H29 3.596 6.011 -0.242
H30 3.098 6.648 1.323
H31 1.988 6.729 -0.067
H32 -0.275 2.978 1.775
H33 -0.066 5.268 3.192
H34 0.340 6.545 2.035
H35 1.556 5.983 3.192
H36 4.791 3.989 0.873
H37 6.872 3.420 -0.336
H38 6.758 2.404 -2.594
H39 4.548 1.979 -3.634
H40 2.473 2.643 -2.455
N4 4.399 -1.601 0.911
C45 3.769 -1.897 -0.289
C46 3.394 -3.206 -0.608
C47 2.839 -3.494 -1.845
C48 2.635 -2.494 -2.787
C49 3.009 -1.194 -2.474
C50 3.572 -0.891 -1.243
H41 4.322 -2.275 1.650
H42 4.374 -0.645 1.227
H43 3.543 -3.992 0.125
H44 2.562 -4.514 -2.072
H45 2.202 -2.727 -3.754
H46 2.881 -0.406 -3.208
H47 3.895 0.121 -1.016

Cartesian forces (eV/Å) of the 3 atoms listed first:
0.208 -0.223 -0.659
0.092 0.027 0.108
-0.007 0.143 0.038

---

Record 5
ORCA calculation (wB97M-V/def2-TZVPD) on C21H29N3O2 in the gas phase.

Values from the calculation:
Lowest unoccupied orbital energy   0.820 eV
HOMO energy   -8.6 eV
Orbital gap   9.422 eV
SMILES   CCCn1cc(CN2CCC[C@H](C(=O)c3cccc(OC)c3)C2)c(C)n1
Multiplicity   1
Total energy   -1132.34627 Eh

Positions of all 55 atoms, in Å:
C1 3.597 2.913 -2.094
C2 3.877 2.395 -0.689
H1 4.932 2.132 -0.594
H2 3.651 3.172 0.042
C3 3.036 1.160 -0.354
N1 1.635 1.476 -0.298
C4 0.690 1.239 -1.226
C5 -0.502 1.736 -0.735
C6 -0.161 2.273 0.525
N2 1.131 2.106 0.761
C7 -1.049 2.933 1.520
H3 -1.813 2.239 1.871
H4 -0.457 3.266 2.367
H5 -1.548 3.793 1.075
C8 -1.866 1.584 -1.320
N3 -2.234 0.173 -1.384
C9 -2.046 -0.507 -0.123
H6 -1.054 -0.267 0.260
C10 -2.155 -2.020 -0.352
C11 -1.709 -2.669 0.942
O1 -2.458 -3.065 1.798
C12 -0.215 -2.665 1.057
C13 0.537 -3.534 0.278
C14 1.920 -3.476 0.332
C15 2.549 -2.539 1.124
C16 1.800 -1.655 1.904
C17 0.411 -1.735 1.879
H7 -0.196 -1.076 2.480
O2 2.518 -0.766 2.637
C18 1.832 0.207 3.397
H8 2.607 0.760 3.925
H9 1.158 -0.253 4.126
H10 1.279 0.894 2.748
H11 3.625 -2.469 1.163
H12 2.510 -4.159 -0.260
H13 0.043 -4.260 -0.350
C19 -3.578 -2.331 -0.801
C20 -3.860 -1.522 -2.067
H14 -4.896 -1.658 -2.380
C21 -3.592 -0.032 -1.850
H15 -3.718 0.504 -2.794
H16 -4.326 0.372 -1.127
H17 -3.211 -1.878 -2.869
H18 -3.693 -3.398 -0.999
H19 -4.276 -2.059 -0.008
H20 -1.448 -2.281 -1.145
H21 -2.796 -0.200 0.631
H22 -1.890 1.971 -2.344
H23 -2.586 2.164 -0.716
H24 0.906 0.729 -2.142
H25 3.179 0.382 -1.108
H26 3.331 0.769 0.624
H27 3.830 2.153 -2.837
H28 4.203 3.792 -2.302
H29 2.550 3.189 -2.199

Cartesian forces (eV/Å) of the 3 atoms listed first:
0.072 0.013 0.232
-0.182 -0.155 -0.178
0.031 -0.002 0.080

---

Record 6
ORCA calculation (wB97M-V/def2-TZVPD) on a molecular structure, C22H21FeN9O8S in a non-equilibrium geometry.

Values from the calculation:
Lowest unoccupied orbital energy (spin up / spin down)   1.767 / 1.502 eV
HOMO energy (spin up / spin down)   -4.9 / -4.9 eV
Charge   -1
<S²>   0.92
Orbital gap (spin up / spin down)   6.652 / 6.396 eV
Multiplicity   2
Total energy   -3607.65779 Eh

Positions of all 62 atoms, in Å:
Fe1 1.866 -0.015 0.994
O1 5.667 -0.674 5.292
C1 4.896 -0.372 4.367
C2 5.233 -0.316 2.949
O2 6.323 -0.516 2.431
C3 3.953 0.088 2.213
C4 2.917 0.248 3.159
O3 1.719 0.645 2.865
C5 3.440 -0.021 4.515
O4 2.853 0.077 5.577
O5 3.905 0.348 0.988
N1 -3.711 -1.269 -4.402
C6 -2.384 -1.101 -4.060
C7 -1.762 0.138 -4.238
C8 -0.454 0.326 -3.839
C9 0.239 -0.719 -3.260
C10 -0.360 -1.950 -3.071
C11 -1.664 -2.145 -3.477
S1 1.902 -0.468 -2.654
O6 2.537 -1.749 -2.580
O7 2.542 0.546 -3.448
N2 1.659 0.067 -1.110
C12 1.411 1.341 -0.903
N3 0.921 2.185 -1.816
C13 0.828 3.457 -1.465
C14 1.172 3.931 -0.205
C15 1.550 2.978 0.728
N4 1.655 1.710 0.384
H1 -4.087 -0.610 -5.064
H2 -4.027 -2.216 -4.524
H3 -2.312 0.947 -4.694
H4 0.059 1.266 -3.964
H5 0.223 -2.737 -2.621
H6 -2.139 -3.104 -3.342
H7 0.454 4.120 -2.234
H8 1.108 4.975 0.050
H9 1.754 3.205 1.764
O8 1.609 -4.127 0.775
C16 1.750 -2.976 0.958
N5 1.856 -1.830 1.224
C17 -1.128 -0.793 -0.080
N6 -0.567 -0.027 1.040
C18 -0.926 -0.716 2.290
N7 -2.368 -0.868 2.434
C19 -2.869 -1.619 1.290
N8 -2.573 -0.949 0.028
C20 -3.171 0.378 0.058
N9 -2.678 1.172 1.179
C21 -1.230 1.283 1.058
C22 -2.978 0.453 2.414
H10 -0.653 -1.775 -0.102
H11 -0.905 -0.272 -1.014
H12 -0.529 -0.137 3.125
H13 -0.453 -1.698 2.286
H14 -3.954 -1.731 1.384
H15 -2.400 -2.606 1.282
H16 -4.257 0.278 0.149
H17 -2.935 0.893 -0.878
H18 -0.844 1.855 1.906
H19 -1.011 1.815 0.129
H20 -4.065 0.347 2.502
H21 -2.601 1.032 3.261

Cartesian forces (eV/Å) of the 3 atoms listed first:
-0.459 0.583 0.064
-1.561 0.689 -1.810
1.312 -0.957 2.929

---

Record 7
ORCA calculation (wB97M-V/def2-TZVPD) on C16H15N3O3S in the gas phase in a non-equilibrium geometry.

Values from the calculation:
Lowest unoccupied orbital energy   0.144 eV
HOMO energy   -8.9 eV
Orbital gap   8.998 eV
SMILES   CCc1nnc(NC(=O)c2ccc(COc3ccccc3)o2)s1
Multiplicity   1
Total energy   -1406.86428 Eh

Positions of all 38 atoms, in Å:
C1 3.665 5.338 -3.661
H1 2.738 5.830 -3.375
H2 4.209 5.069 -2.758
C2 3.368 4.091 -4.495
C3 2.542 3.122 -3.735
N1 1.356 2.762 -4.068
N2 0.790 1.894 -3.237
C4 1.553 1.581 -2.243
N3 1.183 0.709 -1.260
C5 2.007 0.384 -0.211
O1 3.122 0.851 -0.092
C6 1.417 -0.564 0.730
C7 1.931 -1.088 1.891
C8 0.943 -1.951 2.403
C9 -0.105 -1.899 1.525
O2 0.174 -1.061 0.512
C10 -1.439 -2.568 1.547
O3 -2.236 -1.900 2.505
C11 -3.508 -2.351 2.725
C12 -4.100 -3.421 2.067
C13 -5.401 -3.783 2.379
C14 -6.118 -3.092 3.337
C15 -5.526 -2.023 3.992
C16 -4.232 -1.653 3.691
H3 -3.754 -0.824 4.189
H4 -6.077 -1.475 4.741
H5 -7.131 -3.382 3.572
H6 -5.853 -4.617 1.861
H7 -3.566 -3.979 1.313
H8 -1.318 -3.625 1.822
H9 -1.893 -2.498 0.549
H10 0.994 -2.532 3.301
H11 2.894 -0.869 2.306
H12 0.257 0.309 -1.328
S1 3.112 2.365 -2.248
H13 4.308 3.613 -4.781
H14 2.821 4.361 -5.400
H15 4.267 6.037 -4.235

Cartesian forces (eV/Å) of the 3 atoms listed first:
0.023 -0.071 -0.179
-0.052 0.059 0.062
0.054 0.078 0.096

---

Record 8
ORCA calculation (wB97M-V/def2-TZVPD) on a molecular structure, C14H37BNO12YZr in a non-equilibrium geometry.

Values from the calculation:
Lowest unoccupied orbital energy   7.565 eV
HOMO energy   5.4 eV
Charge   -4
Orbital gap   2.126 eV
Multiplicity   1
Total energy   -1622.99835 Eh

Positions of all 67 atoms, in Å:
Zr1 -2.643 -0.723 -0.172
Y1 1.686 0.886 -2.279
B1 -0.466 0.224 -0.623
H1 0.564 0.540 -0.577
H2 -0.618 -0.640 0.006
H3 -1.166 0.988 -0.321
H4 -0.758 -0.080 -1.616
O1 -1.007 3.568 2.348
C1 -1.871 2.698 2.976
C2 -3.058 1.922 2.194
O2 -2.840 0.649 1.563
H5 -2.385 3.161 3.818
H6 -1.287 1.889 3.416
H7 -3.569 2.614 1.525
H8 -3.773 1.810 3.009
O3 3.303 0.889 -0.522
C3 3.498 2.125 0.167
C4 2.275 3.003 0.721
O4 1.129 3.429 -0.027
H9 4.018 2.806 -0.506
H10 4.249 1.978 0.944
H11 2.646 3.991 0.991
H12 1.878 2.557 1.633
O5 -3.461 0.839 -1.591
C5 -4.916 0.856 -1.479
C6 -5.693 -0.435 -0.894
O6 -4.823 -1.284 -0.054
H13 -5.327 1.074 -2.464
H14 -5.237 1.719 -0.895
H15 -6.066 -1.012 -1.740
H16 -6.591 -0.045 -0.413
O7 2.721 2.515 -3.697
C7 1.776 3.345 -4.427
C8 0.205 3.091 -4.053
O8 -0.213 2.309 -2.967
H17 1.940 3.014 -5.452
H18 2.042 4.399 -4.342
H19 -0.282 2.613 -4.903
H20 -0.306 4.053 -4.082
O9 -2.330 -2.089 -1.905
C9 -2.332 -3.427 -1.363
C10 -1.642 -3.575 0.020
O10 -1.977 -2.560 0.988
H21 -1.761 -4.042 -2.059
H22 -3.331 -3.816 -1.165
H23 -0.577 -3.470 -0.190
H24 -1.820 -4.614 0.299
C11 3.313 -3.778 1.749
C12 2.856 -2.324 1.396
C13 3.117 -1.368 2.615
O11 2.188 -1.683 3.585
C14 0.899 -1.171 3.323
N1 3.550 -1.861 0.254
H25 4.099 -3.782 2.503
H26 3.743 -4.274 0.879
H27 2.516 -4.455 2.058
H28 1.815 -2.228 1.086
H29 3.004 -0.308 2.385
H30 4.152 -1.389 2.956
H31 0.131 -1.920 3.518
H32 0.681 -0.801 2.322
H33 0.766 -0.295 3.958
H34 3.474 -0.863 0.121
H35 4.548 -1.998 0.331
O12 1.667 -1.388 -1.722
H36 2.263 -1.645 -1.019
H37 1.417 -2.213 -2.139

Cartesian forces (eV/Å) of the 3 atoms listed first:
-2.476 2.471 1.019
-0.816 5.125 1.286
0.271 0.533 -0.416